DFT (wB97M-V/def2-TZVPD) results for a structure of composition C28H38N5O6SSn.

```
79
Properties=species:S:1:pos:R:3:forces:R:3
Sn 1.680007 1.306986 0.777205 -0.3 0.3 0.0
C 0.612650 -5.670014 0.909689 0.0 0.0 0.0
C 0.692228 -4.188168 1.147405 0.0 0.1 0.0
C -0.232915 -3.516919 1.928544 0.0 -0.1 0.0
C -0.094934 -2.149594 2.222567 0.1 0.0 0.0
C -0.906984 -1.444769 3.178917 0.1 0.0 0.0
N -2.186883 -1.514366 3.368400 -0.1 0.0 0.0
C -3.214718 -2.111894 2.491841 -0.1 -0.1 0.0
C -3.484142 -1.284923 1.229450 0.0 0.0 0.0
C -4.415148 -0.076134 1.384230 -0.1 0.0 0.1
N -3.733013 1.088815 1.980956 0.0 -0.1 0.0
C -2.807049 1.820004 1.437995 0.0 0.1 0.1
C -2.444091 1.930909 0.060816 0.3 0.1 -0.2
C -3.355634 2.052884 -1.006744 0.0 0.0 0.1
C -2.946584 2.457831 -2.264399 -0.1 0.0 0.0
C -3.924612 2.677763 -3.387385 0.0 0.0 0.0
C -1.585315 2.717022 -2.448599 0.1 0.0 0.0
C -0.631915 2.550396 -1.445086 -0.2 -0.2 0.0
C 0.761033 2.746811 -1.773161 0.3 0.3 0.1
N 1.785743 2.414679 -1.071477 0.0 -0.1 0.3
C 3.152234 2.656201 -1.575798 -0.1 0.0 -0.1
C 3.841858 1.342924 -1.941428 0.1 0.0 0.1
C 4.242310 0.423599 -0.784725 0.0 0.2 0.0
N 3.089783 -0.102716 -0.015779 0.3 -0.4 0.0
C 2.973500 -1.369739 0.139286 0.0 -0.1 0.1
C 1.905765 -2.070271 0.849293 0.1 0.1 -0.1
C 1.745365 -3.432910 0.615525 0.0 -0.1 0.0
C 0.998936 -1.414104 1.707095 -0.2 -0.2 -0.2
O 1.072347 -0.148543 2.014803 0.2 0.3 0.3
C -1.060054 2.152566 -0.159796 0.1 -0.1 -0.1
O -0.248852 1.948849 0.837614 -0.2 0.0 0.0
H -0.364910 -6.064432 1.180666 0.0 0.0 0.0
H 1.360528 -6.194388 1.506219 0.0 0.0 0.0
H 0.798304 -5.913334 -0.136291 0.0 0.0 0.0
H -1.029888 -4.085175 2.392249 0.0 0.0 0.0
H -0.387408 -0.753921 3.838076 0.0 0.0 0.0
H -2.532549 -1.043144 4.196135 0.0 0.1 0.0
H -4.120724 -2.205396 3.089160 0.0 0.0 0.0
H -2.918646 -3.118201 2.219665 0.1 0.0 0.0
H -3.969064 -1.957762 0.519475 0.0 0.0 0.0
H -2.539064 -0.974229 0.776260 0.0 0.0 0.0
H -5.249309 -0.320169 2.040840 0.0 0.0 0.0
H -4.841677 0.195744 0.423719 0.1 0.0 0.0
H -3.953182 1.292412 2.948287 0.1 0.0 0.0
H -2.243030 2.439268 2.132118 0.0 0.0 0.0
H -4.415261 1.915792 -0.824079 0.0 0.0 0.0
H -4.908300 2.284057 -3.138193 0.0 0.0 0.0
H -3.591364 2.189983 -4.303056 0.0 0.0 0.0
H -4.036940 3.741295 -3.600462 0.0 0.0 0.0
H -1.253846 3.057944 -3.425062 0.0 0.0 0.0
H 0.965335 3.255034 -2.717734 0.0 -0.1 -0.1
H 3.699799 3.204614 -0.810577 0.0 0.0 0.0
H 3.085842 3.291314 -2.460234 0.0 0.0 0.0
H 4.773304 1.610463 -2.444277 0.0 0.0 0.0
H 3.231308 0.804430 -2.668237 0.0 0.0 0.0
H 4.873527 0.968397 -0.082729 0.0 0.0 0.0
H 4.821099 -0.416113 -1.173309 -0.1 0.0 0.0
H 3.730321 -2.004115 -0.326385 0.0 0.0 0.0
H 2.474998 -3.934273 -0.013644 0.0 0.0 0.0
C 0.902639 -0.951939 -3.542521 0.0 0.0 0.0
N 0.014762 -1.606624 -2.585135 -0.1 -0.1 -0.1
C -0.688107 -2.840615 -2.967238 0.1 0.1 0.0
C -0.093724 -1.140242 -1.358201 -0.1 0.1 0.2
O 0.514187 -0.154833 -0.911346 0.0 0.1 -0.2
H 0.632889 -1.261735 -4.547391 0.0 0.0 0.0
H 1.944283 -1.220869 -3.360129 0.0 0.0 0.0
H 0.790575 0.127132 -3.461095 0.0 0.0 0.0
H -0.770366 -2.879517 -4.048984 0.0 0.0 0.0
H -1.693097 -2.844206 -2.550657 0.0 0.0 0.0
H -0.145728 -3.722874 -2.628305 0.0 0.0 0.0
H -0.796473 -1.702251 -0.726245 0.0 0.0 0.0
C 3.834682 3.565116 3.666233 0.0 0.0 0.0
S 2.882577 3.330884 2.219564 0.1 -0.7 0.0
O 3.544955 2.215186 1.398765 -0.2 0.2 0.0
O 2.740135 4.536021 1.483761 -0.1 0.2 0.0
O 1.602629 2.612195 2.568949 0.1 0.2 -0.2
H 4.812791 3.921763 3.347188 0.0 0.0 0.0
H 3.903031 2.625863 4.207864 0.0 0.0 0.0
H 3.327241 4.332279 4.249068 0.0 0.0 0.0
```
Forces are in eV/Å.

Calculated values
HOMO in eV: -16.35
Charge: +3
Relative energy (zero: lowest compared OMol25 entry of this formula, charge and spin) in kJ/mol: 10.7
Gap between HOMO and LUMO in eV: 7.256
E in hartree: -2426.647027

DFT (wB97M-V/def2-TZVPD) results for a structure of composition C28H38N5Si2TeV at a distorted geometry.

```
75
Properties=species:S:1:pos:R:3:forces:R:3
V -0.160381 -0.031343 -0.472066 0.8 -0.7 -0.2
N -7.624819 6.036669 1.538463 0.1 0.0 0.0
C -6.644142 5.459802 1.383009 -0.2 0.2 0.0
C -5.433727 4.722641 1.176744 0.2 -0.2 -0.1
C -5.214782 4.085904 -0.044078 -0.1 0.1 0.0
C -4.062580 3.348721 -0.235901 0.1 -0.1 0.0
C -3.128629 3.211584 0.794603 -0.2 0.1 -0.1
C -3.339627 3.877542 2.001671 0.2 -0.1 0.0
C -4.480247 4.634914 2.190116 -0.1 0.1 0.0
C -1.978584 2.313391 0.572111 0.1 -0.1 0.2
C -1.108651 2.604334 -0.494638 -0.2 0.3 -0.1
C -1.037916 3.786740 -1.256964 0.0 -0.1 0.1
C 0.067090 3.678489 -2.093237 0.1 -0.1 0.0
C 0.643347 2.439438 -1.833149 0.0 0.3 -0.1
N -0.046359 1.778240 -0.872372 0.0 1.4 -0.5
C -1.813368 1.209344 1.428550 -0.3 0.2 0.1
C -2.499955 0.908864 2.624336 0.0 0.0 -0.1
C -1.923961 -0.233615 3.163862 0.1 0.0 0.0
C -0.925991 -0.631071 2.279723 -0.2 0.0 0.2
N -0.843568 0.218318 1.232579 -0.4 0.1 1.4
H -5.950369 4.175493 -0.831557 0.0 0.0 0.0
H -3.891584 2.845367 -1.179318 0.0 0.0 0.0
H -2.588580 3.829991 2.779981 0.0 0.0 0.0
H -4.642043 5.158628 3.122256 0.0 0.0 0.0
H -1.705378 4.629881 -1.173062 0.0 0.0 0.0
H 0.429978 4.406606 -2.799679 0.0 0.0 0.0
H 1.516176 2.010193 -2.301501 0.0 0.0 0.0
H -3.322249 1.467336 3.038937 0.0 0.0 0.0
H -2.190889 -0.721804 4.086305 0.0 0.0 0.0
H -0.286957 -1.498399 2.352463 0.0 0.0 0.0
C -2.078621 0.380847 -3.394262 0.0 0.0 0.0
C -1.979931 -0.907576 -2.657978 -0.1 -0.2 -0.2
N -1.173443 -1.217691 -1.638543 -0.7 -0.5 -0.6
C -1.433965 -2.541889 -1.295749 -0.1 -0.2 -0.1
C -2.389982 -3.023467 -2.120152 0.1 0.0 0.2
N -2.716241 -1.985364 -2.963053 0.1 0.1 0.1
H -1.437290 1.144800 -2.961957 0.0 0.0 0.0
H -3.109203 0.737512 -3.387311 0.0 0.0 0.0
H -1.783065 0.241984 -4.435475 0.0 0.0 0.0
H -0.909514 -3.051276 -0.504862 0.0 0.0 0.0
H -2.859462 -3.990151 -2.175092 0.0 0.0 0.0
H -3.397631 -2.033335 -3.705659 0.0 0.0 0.0
C 1.520881 -2.616325 -3.477800 0.2 -0.2 0.2
Si 2.564085 -3.465756 -2.133239 -0.1 0.1 0.1
C 4.395648 -3.256862 -2.478154 -0.2 -0.2 0.0
C 1.929710 -5.205489 -1.823962 0.4 0.1 -0.1
C 2.300613 -2.564872 -0.445372 -0.1 -0.1 -0.6
Te 2.403481 -0.451145 -0.704088 1.0 -0.4 0.1
C 3.623441 0.154857 0.940430 0.0 -0.1 0.3
Si 3.446925 -0.431733 2.784678 -0.1 0.0 -0.2
C 2.470577 -2.039508 2.936844 0.1 0.2 0.0
C 5.216973 -0.715047 3.333487 -0.3 0.1 0.1
C 2.566934 0.972398 3.670957 0.2 -0.2 0.0
H 2.126097 -2.453790 -4.371073 0.0 0.0 0.0
H 1.139115 -1.642002 -3.165265 0.0 0.1 -0.1
H 0.669859 -3.234081 -3.771377 0.0 0.0 0.1
H 4.680916 -3.679885 -3.442628 0.0 0.0 0.0
H 5.003644 -3.747195 -1.715156 0.0 0.0 0.0
H 4.666269 -2.198116 -2.494061 0.0 0.0 0.0
H 2.056227 -5.842130 -2.701906 0.0 0.0 0.0
H 0.867493 -5.203042 -1.570823 0.0 0.1 0.0
H 2.470361 -5.674111 -0.999005 0.0 0.0 0.0
H 3.086370 -2.846898 0.252749 0.0 0.0 0.1
H 1.337227 -2.807127 0.002487 0.1 0.0 0.1
H 3.546184 1.244703 0.912889 0.1 0.0 0.0
H 4.626314 -0.102884 0.593964 0.0 0.0 -0.1
H 3.123646 -2.909694 2.849035 0.0 0.0 -0.1
H 1.688360 -2.131129 2.184472 0.0 0.0 0.0
H 2.000500 -2.091662 3.921438 0.0 0.0 0.0
H 5.654815 -1.582178 2.835122 -0.1 0.0 0.0
H 5.255434 -0.903555 4.408855 0.0 0.0 0.0
H 5.856395 0.145967 3.130752 0.0 0.0 0.0
H 1.687339 1.321094 3.124478 0.0 0.0 0.0
H 3.235650 1.824249 3.809525 0.0 0.0 0.0
H 2.239610 0.656356 4.663653 0.0 0.0 0.0
```
Forces are in eV/Å.

Calculated values
Multiplicity: 3
HOMO (spin up / spin down) in eV: -14.02 / -14.00
Charge: +2
Relative energy (zero: lowest compared OMol25 entry of this formula, charge and spin) in kJ/mol: 26.4
Gap between HOMO and LUMO (spin up / spin down) in eV: 6.716 / 6.821
E in hartree: -3154.101054

DFT (wB97M-V/def2-TZVPD) results for a cluster of 5 separate species, C28H39Br2F12IO10 in total at a distorted geometry.

```
92
Properties=species:S:1:pos:R:3:forces:R:3
C 2.922103 4.309298 0.731974 -0.4 -0.1 -0.9
C 2.961029 4.450680 -0.893116 -0.5 0.0 1.0
C 1.943184 5.640240 -1.341226 0.4 0.3 0.9
C 2.743737 6.936532 -1.914971 -1.3 0.4 0.5
C 0.842150 5.116174 -2.363812 1.5 -3.1 -3.0
O 1.202158 4.247099 -3.205533 -1.4 3.4 3.0
O -0.499414 5.566839 -2.462948 2.1 -0.7 1.8
C -1.191834 5.547169 -1.190415 -2.5 1.3 -0.1
C -1.870014 7.024021 -1.038226 1.6 0.7 -0.2
C -1.332538 7.762467 0.312148 -2.2 -1.3 0.2
C -2.518690 7.541433 1.409168 1.2 0.4 -0.9
I -1.126340 9.929758 -0.083847 0.1 -1.1 0.3
C -2.348871 4.421434 -1.265582 1.1 -2.2 2.7
Br -3.686571 4.663551 -2.756598 1.5 -0.4 1.7
C -2.430062 3.310624 -0.347974 -1.4 1.9 -2.7
C -3.564899 2.149964 -0.409494 1.6 -0.1 0.4
Br -1.103308 3.077089 1.156170 -1.4 0.3 -1.7
H 2.011990 3.646167 0.987789 1.6 0.9 -0.2
H 2.753814 5.306892 1.256498 0.4 -1.2 -0.7
H 3.904918 3.857288 1.066365 -1.6 0.6 -0.3
H 4.031018 4.659361 -1.221918 -1.5 -0.1 0.2
H 2.649653 3.431422 -1.290680 0.4 1.5 0.2
H 1.484625 6.009525 -0.346915 0.4 -0.6 -1.7
H 2.007614 7.818674 -1.792885 1.2 -1.2 -0.5
H 3.638193 7.209456 -1.243059 -1.3 -0.8 -1.2
H 3.015147 6.836501 -3.014294 -0.1 0.0 1.5
H -0.523963 5.429505 -0.277908 -0.8 -0.5 -1.4
H -3.004662 7.001402 -1.106316 1.5 0.1 0.3
H -1.471858 7.678049 -1.901959 -0.8 -1.4 1.1
H -0.349263 7.321511 0.687960 -1.2 0.9 -0.6
H -2.261128 8.128622 2.348834 -0.6 -1.0 -1.1
H -2.585514 6.412118 1.557827 0.0 1.5 0.1
H -3.483652 7.910164 0.930369 1.2 -0.4 0.8
H -2.980166 1.157504 -0.502255 -0.9 1.5 0.2
H -4.157644 2.098515 0.573647 0.9 0.3 -1.6
H -4.238531 2.222452 -1.321325 0.9 0.3 1.3
C 3.022206 -0.274370 5.982837 0.1 0.0 -0.3
C 3.153288 1.234878 5.926237 -0.5 -0.4 0.5
O 4.170715 1.620941 4.988040 0.2 0.4 -1.1
C 3.797701 1.655310 3.692760 -1.2 -0.5 1.5
O 2.694144 1.383436 3.298587 0.9 0.3 -0.3
C 4.956350 2.126495 2.819283 1.5 0.3 -1.2
F 6.123613 1.533347 3.139793 -0.6 0.0 0.2
F 5.162522 3.455443 2.933034 -0.3 -0.4 0.3
F 4.752279 1.879414 1.510360 -0.2 -0.2 0.8
H 3.988423 -0.735280 6.200361 -0.1 0.1 0.1
H 2.307695 -0.570845 6.751489 0.1 0.1 -0.1
H 2.686052 -0.677478 5.024701 -0.1 0.1 0.1
H 3.465431 1.612847 6.901855 0.2 0.1 -0.3
H 2.199999 1.712639 5.684905 0.2 0.0 -0.2
C 6.024541 -5.798637 5.337642 -0.3 0.1 -0.2
C 5.932972 -5.684737 6.846632 0.6 -0.5 -0.3
O 4.969929 -4.687352 7.222049 -1.0 0.2 0.4
C 3.679915 -5.082568 7.223842 1.5 -1.2 -0.4
O 3.311035 -6.189063 6.932073 -0.3 0.9 0.3
C 2.776853 -3.943731 7.687199 -1.3 1.3 0.5
F 3.091757 -2.764089 7.111266 0.2 -0.8 0.1
F 2.856113 -3.750728 9.019983 0.3 -0.4 -0.4
F 1.479547 -4.164953 7.411795 0.7 -0.3 -0.1
H 6.236178 -4.823454 4.891356 0.1 -0.1 0.1
H 6.812119 -6.497784 5.050464 0.0 0.1 0.1
H 5.081337 -6.146182 4.910194 0.1 -0.1 0.1
H 6.894652 -5.360455 7.249240 -0.3 0.2 0.1
H 5.697097 -6.646790 7.309027 -0.2 0.2 0.0
C -1.053794 -0.020144 -3.227105 0.3 -0.2 0.1
C -2.393764 -0.669355 -3.492899 0.0 0.8 0.2
O -2.216984 -1.983045 -4.046726 0.0 -1.2 0.2
C -1.969932 -2.969020 -3.160555 -0.3 1.9 0.5
O -1.889090 -2.805918 -1.971715 0.0 -0.7 -0.7
C -1.853775 -4.310373 -3.877973 0.5 -1.7 -0.8
F -1.098580 -4.239745 -4.992112 -0.2 0.4 0.4
F -3.060519 -4.779433 -4.263695 0.1 0.5 0.3
F -1.301822 -5.264981 -3.108433 -0.3 0.8 0.0
H -0.440725 -0.015118 -4.131860 -0.2 0.1 0.0
H -1.185943 1.006927 -2.880303 0.0 0.0 -0.1
H -0.494326 -0.571405 -2.467764 -0.1 0.1 0.0
H -2.942403 -0.085568 -4.234786 0.0 -0.4 -0.1
H -3.009511 -0.704242 -2.589964 0.1 -0.3 -0.1
C -4.340111 -7.647519 -5.239367 0.0 -0.4 0.0
C -5.434973 -6.853805 -5.924126 0.5 0.3 0.6
O -5.990410 -7.597206 -7.020611 -0.9 -0.7 -0.4
C -6.925932 -8.514214 -6.699152 0.9 1.2 1.3
O -7.300358 -8.734246 -5.577559 -0.1 -0.3 -1.0
C -7.461583 -9.189638 -7.957850 -0.6 -1.1 -1.5
F -6.481122 -9.538680 -8.815273 -0.1 0.3 0.5
F -8.298469 -8.381583 -8.641371 0.3 0.1 0.5
F -8.149127 -10.313836 -7.688877 0.4 0.6 0.4
H -3.580753 -7.956921 -5.962347 0.0 0.2 0.0
H -3.863668 -7.053397 -4.458567 -0.1 0.0 -0.1
H -4.737259 -8.558664 -4.786119 0.0 0.1 0.0
H -5.015334 -5.938041 -6.345442 -0.2 -0.2 -0.3
H -6.216604 -6.556586 -5.219946 0.0 -0.2 -0.2
```
Forces are in eV/Å.

Calculated values
HOMO in eV: -9.49
Relative energy (zero: lowest compared OMol25 entry of this formula, charge and spin) in kJ/mol: 354.6
Gap between HOMO and LUMO in eV: 9.250
SMILES: CC[C@@H](C)C(=O)O[C@@H](C[C@H](C)I)/C(Br)=C(/C)Br.CCOC(=O)C(F)(F)F.CCOC(=O)C(F)(F)F.CCOC(=O)C(F)(F)F.CCOC(=O)C(F)(F)F
E in hartree: -8486.756751

Which value of E does entry 1 give? -2426.647027 hartree

Which of these has the highest E? C28H38N5O6SSn

Which of these has the highest E? C28H38N5O6SSn

The lowest relative energy (zero: lowest compared OMol25 entry of this formula, charge and spin) belongs to which entry? C28H38N5O6SSn